{"formula": "C4H13NSi", "method": "the ωB97M-V functional and the def2-TZVPD basis", "e_above_lowest_kcal_mol": 55.67, "species": ["C", "C", "C", "C", "N", "Si", "H", "H", "H", "H", "H", "H", "H", "H", "H", "H", "H", "H", "H"], "coordinates": [[1.812, 0.910, 1.011], [1.062, 0.273, -1.264], [-1.566, -1.489, -0.552], [0.868, 0.072, 0.202], [-1.838, 1.067, 0.583], [-0.910, -0.333, 0.793], [1.471, 2.065, 0.976], [1.806, 0.792, 2.034], [2.845, 0.863, 0.608], [0.319, -0.397, -1.824], [2.103, -0.012, -1.525], [0.815, 1.212, -1.770], [-1.524, -1.116, -1.552], [-0.938, -2.500, -0.585], [-2.495, -1.900, -0.342], [1.477, -1.508, 0.096], [-2.658, 0.991, -0.026], [-1.700, 1.989, 0.969], [-0.949, -0.978, 2.166]], "forces_ev_per_a": [[-0.156, 2.991, -1.991], [-0.999, -1.312, -2.349], [2.926, -2.335, 0.783], [1.063, -3.513, 0.552], [-1.188, 0.656, -0.306], [1.187, -0.828, -1.086], [0.652, -2.267, -0.509], [0.108, -1.014, 2.313], [-0.547, 0.133, 0.329], [1.489, 0.474, 0.641], [-0.723, 0.308, -0.161], [0.219, 0.608, 0.867], [-0.176, 0.478, -0.531], [-0.798, 2.163, 0.154], [-2.212, -0.355, 0.353], [-1.444, 3.404, 0.977], [0.570, 0.312, 0.559], [-0.095, -0.260, -0.062], [0.123, 0.355, -0.532]], "nbo_charge": [-0.647, -0.667, -1.111, -0.483, -1.326, 1.576, 0.197, 0.214, 0.211, 0.212, 0.210, 0.210, 0.234, 0.244, 0.233, 0.083, 0.404, 0.402, -0.196]}